No. 1
# C23H39IrNP2Si

C23H39IrNP2Si as an isolated structure at a distorted geometry (ωB97M-V/def2-TZVPD, OMol25).

Summary:
<S²>: 0.93
HOMO energy (alpha / beta): -14.1 / -14.2 eV
Relative energy (zero: lowest compared OMol25 entry of this formula, charge and spin): 0.821 eV
Molar mass: 611.82 g/mol

```
! RIJCOSX wB97M-V def2-TZVPD def2/J DEFGRID3
* xyz 2 2
H -3.3544 -3.0586 2.7712
C -0.1736 -1.9650 1.9297
C 3.5238 -2.7138 1.3412
H 4.5438 2.8706 0.7319
H 2.0711 -2.0950 -0.1124
H -0.1820 -2.4844 4.5992
C 4.4931 -0.9479 2.6898
H -0.7951 3.8454 2.0512
H 1.6976 4.2680 -0.2935
C -0.9987 1.5240 4.0205
N 2.0115 0.4879 0.3884
H -1.9156 3.3343 0.7763
C -2.9930 0.7527 1.9925
H -0.6478 -3.9715 3.7572
H 5.0128 -3.0307 2.8603
C -2.5446 -2.8475 2.0736
C -5.2593 0.4170 2.7465
H -0.0006 1.9378 4.1720
C -2.3871 -1.5792 -1.4214
H -6.5975 -0.4679 1.3219
C 2.7311 -1.7969 0.6949
C -4.6146 -0.2734 0.5391
H 5.1737 -0.6334 3.4697
C -1.3903 -2.1628 2.7992
H -1.0318 0.5244 4.4520
H -6.0074 0.5031 3.5232
H 3.4833 -3.7579 1.0602
C 2.8069 -0.4135 1.0245
H -1.6643 1.1043 -2.5860
C 4.3676 2.3143 -0.1906
C 3.7311 -0.0140 2.0327
H 1.2735 3.3423 1.1471
H -0.0625 -2.7395 1.1686
P -2.0112 -0.0614 -0.4980
H 0.7423 -1.8603 2.5184
C -5.5869 -0.1362 1.5182
H 0.3601 3.1222 -0.3639
H -2.2226 -3.7977 1.6417
H -3.3659 1.1284 -2.0744
H -2.1913 2.2306 -1.3210
H -4.8780 -0.7420 -0.4005
C -3.3119 0.1613 0.7672
H -1.7180 2.1718 4.5189
H -3.7187 1.2821 3.9472
Si 2.5542 1.9391 -0.4727
H 3.7820 1.0341 2.2988
H 4.9721 1.4062 -0.1599
H -2.2525 -2.4629 -0.8012
C -0.9836 -2.9736 4.0436
C -2.3356 1.2343 -1.7359
C -1.6574 3.2186 1.8276
C 4.4002 -2.3011 2.3484
C 2.2541 1.5234 -2.2941
Ir -0.0187 -0.0636 0.8515
C 1.3538 3.2939 0.0588
H 2.2796 2.4470 -2.8763
H -2.9476 -2.2208 1.2783
H -2.5048 3.5370 2.4347
H 3.0375 0.8632 -2.6685
H -1.7436 -1.1873 3.1554
H -1.7026 -1.6337 -2.2697
H -3.4047 -1.5531 -1.8082
H -1.8413 -3.0761 4.7071
P -1.3306 1.4699 2.2347
H 4.7377 2.9261 -1.0152
C -3.9656 0.8606 2.9815
H 1.2866 1.0412 -2.4418
*
```

***

No. 2
# C3H7NO2

One molecule with the formula C3H7NO2 (ωB97M-V/def2-TZVPD, OMol25).

Summary:
SMILES: [H]/N=C/OCCO
HOMO energy: -9.9 eV
Relative energy (zero: lowest compared OMol25 entry of this formula, charge and spin): 1.580 eV
Molar mass: 89.09 g/mol

```
! RIJCOSX wB97M-V def2-TZVPD def2/J DEFGRID3
* xyz 0 1
N 0.4464 1.7292 0.1420
C -1.1566 -0.9021 0.6527
O -1.8920 0.2543 0.3753
H 2.4262 1.2510 0.6554
H -1.2530 0.9912 0.3313
H 0.4624 -2.0942 -0.0939
H -0.9574 -1.0362 1.7304
C 1.4048 0.9430 0.4178
H 0.7531 2.6970 0.1584
H 0.0367 -0.7084 -1.1390
C 0.1609 -1.0434 -0.1029
O 1.3108 -0.3816 0.4642
H -1.7756 -1.7522 0.3368
*
```

***

No. 3
# C8H10N10O5Pd

C8H10N10O5Pd as an isolated structure (ωB97M-V/def2-TZVPD, OMol25).

Summary:
<S²>: 6.02
HOMO energy (alpha / beta): -9.2 / -10.0 eV
Molar mass: 432.65 g/mol

```
! RIJCOSX wB97M-V def2-TZVPD def2/J DEFGRID3
* xyz 0 5
N 2.0753 -2.0877 -2.8243
H 2.8744 -3.5923 -0.9476
O 1.4697 0.3806 1.0853
C -1.4325 0.8808 2.8341
N -0.7565 1.9450 0.2853
C 1.7357 1.4021 0.3295
N 1.3501 -1.1436 -3.4158
H 0.7754 3.1284 -0.5158
N 0.4976 -0.6378 -2.5835
C -1.9518 2.0793 -0.5466
N 2.2364 -4.1052 1.4393
H -2.8100 2.1314 0.1243
C -2.1539 0.9435 -1.5235
H -1.6851 2.9259 1.8718
O 2.8388 1.8712 0.1594
H -3.0508 1.1519 -2.1110
Pd -0.2414 -0.7152 0.4958
C 1.6278 -2.1055 -1.5817
H -1.3103 0.8343 -2.2076
O -1.2633 -0.2232 2.3620
N 0.6315 -1.2433 -1.3971
H -2.5293 -0.9793 -1.3843
O -1.8322 1.4796 3.7739
N 0.7487 -2.4637 1.2805
O -2.3267 -0.2644 -0.7702
N 2.1355 -2.9743 -0.6300
C 1.7249 -3.1426 0.6186
C 0.5529 2.0658 -0.3969
C -0.8544 2.2859 1.5961
H 0.0897 2.4949 2.0871
H -1.9045 3.0190 -1.1081
N 0.6777 -2.9837 2.4571
N 1.5941 -3.9951 2.5397
H 0.4665 1.6371 -1.3957
*
```